38
Properties=species:S:1:pos:R:3 method="wB97M-V/def2-TZVPD" homo_lumo_gap_ev=10.177 lumo_ev=-0.15 smiles="O=CO.O.O.O.O.O.O.O.O.O.O.O"
O 2.238 -0.823 -0.493
C 1.733 -1.406 -1.391
O 1.835 -2.796 -1.574
H 1.320 -1.118 -2.352
H 1.312 -3.242 -0.896
H -2.893 -1.541 -1.971
H -1.506 -1.710 -2.376
O -2.028 -1.704 -1.565
H -2.473 1.879 1.246
H -1.923 2.072 2.556
O -1.995 2.572 1.734
H -2.401 -0.593 -0.187
H -2.285 0.891 -0.317
O -2.612 0.220 0.306
H 0.349 -3.598 2.621
H 0.520 -2.206 3.228
O 0.016 -2.699 2.584
H 0.412 2.667 0.008
H 1.462 3.787 -0.067
O 1.295 2.915 0.305
H 0.982 0.998 -1.166
H -0.442 0.405 -1.225
O 0.345 0.574 -1.758
H -2.436 -1.992 2.335
H -1.468 -2.900 1.532
O -2.362 -2.520 1.547
H -1.978 4.016 -0.048
H -1.241 4.578 0.879
O -1.014 4.025 0.117
H 2.569 1.065 0.477
H 3.355 2.310 0.178
O 3.465 1.386 0.410
H -1.728 1.393 -3.038
H -3.280 1.297 -2.767
O -2.459 1.719 -2.502
H 2.760 -2.605 0.803
H 3.615 -1.699 1.729
O 2.934 -2.379 1.719